# 1
A single C4H7NO molecule at a distorted geometry, computed with wB97M-V/def2-TZVPD.

Each line ends with the natural charge from an NBO analysis.
CARTESIAN COORDINATES (ANGSTROEM)
C: 1.01 0.88 0.14  -0.688
C: -0.48 0.31 0.65  -0.055
C: -1.57 -0.12 -0.29  -0.279
N: -0.75 -1.10 0.44  -0.445
C: 0.49 -1.27 -0.29  0.547
O: 0.60 -1.20 -1.49  -0.580
H: 1.53 1.09 1.07  0.214
H: 0.67 1.76 -0.38  0.230
H: 1.82 0.50 -0.53  0.256
H: -0.64 0.78 1.63  0.214
H: -2.64 -0.10 -0.04  0.222
H: -1.34 -0.05 -1.35  0.226
H: 1.28 -1.48 0.44  0.138

Output
Net charge = 0
HOMO-LUMO gap = 11.08 eV
ΔE to the lowest compared entry with this formula, charge and spin = 82.3 kcal/mol
E = -7796.0735 eV
Strongest force on any atom = 2.375 eV/A
LUMO level = 1.040 eV
SMILES string = C[C@H]1CN1C=O

=====

# 2
A single C3H7N3O2 molecule at a distorted geometry, computed with wB97M-V/def2-TZVPD.

Each line ends with the natural charge from an NBO analysis.
CARTESIAN COORDINATES (ANGSTROEM)
H: -1.23 -1.90 0.97  0.370
N: -0.65 -1.36 0.34  -0.865
C: -1.09 -0.17 -0.01  0.577
N: -2.34 0.36 0.14  -0.812
N: -0.04 0.61 -0.29  -0.213
O: -0.28 1.89 -0.81  -0.545
C: 1.25 -0.46 -0.05  0.532
C: 2.28 0.08 0.60  -0.565
O: 1.43 -1.39 -1.01  -0.703
H: -3.12 -0.27 0.06  0.399
H: -2.47 1.30 -0.20  0.406
H: 0.21 2.50 -0.24  0.478
H: 2.18 0.97 1.19  0.203
H: 3.28 -0.25 0.37  0.223
H: 0.60 -1.91 -1.05  0.513

Output
Net charge = 0
HOMO-LUMO gap = 8.93 eV
ΔE to the lowest compared entry with this formula, charge and spin = 129.8 kcal/mol
E = -11785.6862 eV
Strongest force on any atom = 3.596 eV/A
LUMO level = 0.628 eV
SMILES string = [H]/N=C(\N)N(O)C(=C)O

=====

Which of these has the highest ΔE to the lowest compared entry with this formula, charge and spin? C3H7N3O2